10
Properties=species:S:1:pos:R:3:forces:R:3:nbo_charge:R:1 method="wB97M-V/def2-TZVPD" energy_ha=-354.468901
F 2.130 -1.138 0.761 0.83 0.43 0.63 -0.327
C 1.176 -1.602 -0.017 -1.35 -1.19 -1.67 0.253
C 0.069 -0.883 -0.326 0.95 -5.99 -2.61 -0.325
C -0.282 0.407 -0.093 0.66 3.82 2.94 -0.349
C -1.453 0.926 -0.369 -2.55 -0.63 -0.75 0.271
F -1.665 2.200 -0.037 -0.47 0.47 0.00 -0.332
H 1.424 -2.649 -0.461 -0.66 2.03 1.04 0.176
H -0.608 -1.493 -1.049 1.10 1.12 1.36 0.217
H 0.346 1.086 0.592 -0.60 -1.07 -1.44 0.238
H -2.415 0.406 -0.774 2.09 1.01 0.50 0.177



16
Properties=species:S:1:pos:R:3:forces:R:3:nbo_charge:R:1 method="wB97M-V/def2-TZVPD" energy_ha=-743.792859
C 1.457 0.707 0.662 1.43 5.34 -3.62 -0.572
C 0.112 0.493 0.167 -2.96 0.84 -0.18 0.224
C -0.919 1.279 -0.371 1.50 -1.62 3.06 0.004
C -2.515 -0.446 0.207 0.69 -0.31 -3.08 -0.112
C -1.312 -1.319 -0.161 1.32 -1.48 -0.07 -0.121
H 1.264 -1.380 -0.775 3.43 2.28 1.02 0.160
H 1.603 1.889 0.391 0.29 -2.63 1.12 0.223
H 1.623 0.496 1.664 -0.26 -0.15 1.92 0.233
H -0.840 2.358 -0.359 0.09 -0.10 -0.57 0.211
H -3.322 -0.531 -0.491 -1.01 -2.04 -0.01 0.216
H -2.894 -0.486 1.171 -0.13 0.10 2.19 0.190
H -1.284 -2.519 0.018 -0.49 3.17 -0.37 0.226
H -1.038 -1.018 -1.188 -0.99 -1.00 -0.30 0.200
O -2.263 0.851 -0.285 2.24 2.08 -0.13 -0.505
O -0.098 -0.800 0.459 -2.42 -1.92 0.41 -0.512
S 2.678 -0.218 -0.303 -2.72 -2.57 -1.40 -0.065



92
Properties=species:S:1:pos:R:3:forces:R:3:lowdin_charge:R:1 method="wB97M-V/def2-TZVPD" total_charge=-1 energy_ha=-5517.702304
O 1.926 1.464 -1.076 -0.11 0.29 -0.35 -0.364
P 2.686 0.678 -0.084 -0.17 -0.56 -0.22 0.080
O 1.828 0.458 1.287 0.11 0.06 0.21 -0.225
O 3.850 1.595 0.600 0.26 0.32 0.24 -0.219
N 3.252 -0.710 -0.660 -0.01 -0.09 0.39 -0.632
Br 4.174 -1.673 0.719 -0.09 0.19 -0.23 0.468
H 2.084 1.148 1.910 -0.10 -0.03 0.05 0.049
H 4.270 2.118 -0.090 0.00 -0.01 -0.03 0.057
F 2.188 -3.915 2.610 0.14 -0.40 0.14 0.033
C 0.968 -3.459 2.935 -0.21 0.24 -0.11 -0.289
C 0.778 -2.093 2.920 0.15 0.11 -0.02 0.001
C -0.486 -1.603 3.190 -0.07 0.01 0.01 -0.072
C -1.533 -2.468 3.474 -0.09 -0.09 0.11 -0.101
C -1.315 -3.839 3.499 0.12 0.09 -0.08 -0.095
C -0.052 -4.348 3.220 0.05 -0.12 0.00 -0.027
H 1.603 -1.444 2.657 -0.03 0.00 -0.07 0.083
H -0.662 -0.536 3.156 0.02 0.01 -0.04 0.081
H -2.518 -2.070 3.668 -0.04 -0.01 0.02 0.085
H -2.131 -4.517 3.714 0.00 -0.02 0.01 0.096
H 0.142 -5.412 3.206 0.02 0.00 0.01 0.110
F 1.048 -7.790 -2.879 0.01 0.00 0.01 0.030
C 1.726 -6.703 -2.427 0.03 0.05 0.02 -0.298
C 2.598 -6.061 -3.280 0.06 -0.04 -0.12 -0.036
C 3.286 -4.949 -2.810 -0.02 -0.03 0.07 -0.082
C 3.102 -4.502 -1.509 0.09 0.06 -0.11 -0.099
C 2.215 -5.167 -0.675 -0.01 -0.03 -0.01 -0.067
C 1.517 -6.276 -1.132 -0.08 -0.05 0.11 -0.019
H 2.731 -6.427 -4.290 -0.02 0.00 0.01 0.109
H 3.973 -4.428 -3.465 0.00 0.01 -0.01 0.106
H 3.654 -3.650 -1.138 -0.08 0.08 0.00 0.037
H 2.076 -4.819 0.339 0.00 0.03 0.02 0.095
H 0.817 -6.806 -0.498 0.00 -0.01 -0.02 0.113
F -3.225 0.086 2.951 -0.18 0.06 0.15 0.030
C -3.469 0.281 1.634 0.15 0.04 -0.19 -0.283
C -2.481 0.871 0.874 0.17 0.04 0.09 0.003
C -2.707 1.057 -0.479 -0.04 0.00 -0.07 -0.069
C -3.913 0.667 -1.045 -0.04 -0.03 0.01 -0.095
C -4.891 0.077 -0.257 0.07 0.03 -0.04 -0.092
C -4.670 -0.129 1.099 -0.13 -0.04 0.11 -0.027
H -1.546 1.162 1.335 0.04 -0.02 -0.03 0.118
H -1.935 1.501 -1.090 0.06 -0.01 0.02 0.108
H -4.086 0.818 -2.102 0.00 0.01 -0.01 0.100
H -5.830 -0.231 -0.697 -0.02 -0.02 0.00 0.098
H -5.413 -0.598 1.731 0.01 0.00 0.01 0.111
F 1.154 2.526 4.357 0.04 -0.02 -0.01 0.065
C -0.053 3.085 4.554 -0.12 0.07 -0.01 -0.282
C -0.168 4.460 4.505 0.09 0.09 -0.02 -0.017
C -1.416 5.030 4.705 -0.03 -0.05 0.01 -0.092
C -2.523 4.229 4.953 -0.02 0.02 0.01 -0.102
C -2.380 2.849 4.999 0.00 0.09 -0.01 -0.082
C -1.138 2.268 4.795 0.00 -0.21 0.01 -0.014
H 0.708 5.065 4.312 0.01 -0.02 -0.02 0.117
H -1.525 6.106 4.664 0.01 0.01 0.00 0.100
H -3.494 4.679 5.107 -0.01 0.00 0.00 0.097
H -3.238 2.219 5.190 0.00 -0.03 -0.03 0.104
H -1.007 1.194 4.819 0.02 0.00 -0.01 0.110
F -2.934 3.786 -1.924 -0.07 0.02 -0.06 0.037
C -2.005 4.723 -1.632 0.22 0.04 0.13 -0.305
C -0.830 4.744 -2.354 0.00 -0.09 -0.14 -0.006
C 0.122 5.702 -2.041 -0.04 0.05 0.04 -0.069
C -0.110 6.613 -1.021 0.01 0.02 0.00 -0.096
C -1.300 6.568 -0.309 0.05 0.00 -0.04 -0.089
C -2.262 5.617 -0.613 -0.16 0.02 0.07 -0.018
H -0.665 4.017 -3.139 0.01 -0.03 0.05 0.126
H 1.051 5.730 -2.595 0.01 -0.04 0.01 0.108
H 0.640 7.355 -0.778 0.01 0.00 0.01 0.098
H -1.480 7.272 0.492 -0.01 0.01 0.01 0.100
H -3.197 5.561 -0.072 0.01 -0.04 0.01 0.117
F 5.245 -5.129 0.812 0.02 0.03 0.02 0.059
C 5.693 -6.388 0.735 0.00 -0.11 0.02 -0.277
C 6.526 -6.861 1.731 0.05 0.05 0.08 -0.017
C 6.986 -8.167 1.653 -0.03 -0.02 -0.05 -0.098
C 6.614 -8.978 0.590 0.02 -0.04 0.00 -0.111
C 5.776 -8.480 -0.398 0.04 0.00 0.05 -0.084
C 5.306 -7.177 -0.332 -0.10 0.01 -0.13 0.001
H 6.804 -6.209 2.548 -0.03 0.02 -0.01 0.116
H 7.636 -8.552 2.428 0.01 0.01 0.01 0.098
H 6.976 -9.997 0.533 0.00 0.00 0.00 0.094
H 5.483 -9.108 -1.228 -0.02 0.00 -0.01 0.102
H 4.643 -6.771 -1.086 0.01 0.02 0.02 0.099
F -4.509 8.734 -6.256 -0.01 0.02 -0.01 0.046
C -4.390 7.405 -6.043 0.02 -0.09 0.02 -0.290
C -3.971 6.962 -4.806 0.03 0.08 0.10 -0.008
C -3.854 5.596 -4.593 -0.04 0.01 -0.09 -0.066
C -4.149 4.702 -5.613 -0.01 -0.04 -0.01 -0.085
C -4.565 5.174 -6.849 0.02 0.00 0.05 -0.087
C -4.692 6.538 -7.072 -0.04 0.03 -0.12 -0.026
H -3.739 7.676 -4.027 0.00 0.00 -0.01 0.118
H -3.534 5.229 -3.631 -0.01 0.01 0.00 0.079
H -4.052 3.638 -5.442 0.00 0.00 0.01 0.104
H -4.792 4.479 -7.647 -0.01 0.00 -0.01 0.102
H -5.019 6.929 -8.026 0.01 0.02 0.01 0.114